[1]
28
Properties=species:S:1:pos:R:3 method="wB97M-V/def2-TZVPD" e_homo_ev=-8.45 smiles=CCN(C)CCc1cncc(Cl)c1 relative_energy_kcal_mol=18.7
C 3.55313 0.15573 -0.53905
C 2.18491 0.68366 -0.95333
C 0.94833 -1.50734 -0.95265
C 0.95137 -0.04479 1.00753
C -0.41112 -0.55755 1.49885
C -1.58448 0.10932 0.82654
C -1.42454 1.42075 0.42976
C -3.50605 1.42778 -0.42686
C -3.80012 0.12332 -0.10728
C -2.80595 -0.60460 0.58149
H 3.57049 0.08063 0.57036
H 3.72428 -0.88977 -0.87538
H 4.37707 0.88721 -0.82866
H 1.99347 1.74948 -0.69531
H 2.02831 0.57435 -1.98691
H 1.46578 -2.45569 -0.52582
H 1.21109 -1.33673 -1.95291
H -0.10249 -1.82314 -0.87990
H 0.99369 1.05583 1.22263
H 1.85976 -0.47771 1.59904
H -0.49258 -0.46450 2.63424
H -0.36087 -1.60870 1.10759
H -0.49479 1.95132 0.50199
H -4.26672 2.00728 -0.93123
H -3.08694 -1.64185 0.98389
N 1.10717 -0.14880 -0.44600
N -2.35840 2.01799 -0.25034
Cl -5.27380 -0.68353 -0.61229

[2]
15
Properties=species:S:1:pos:R:3 method="wB97M-V/def2-TZVPD" e_homo_ev=-15.40 smiles=[NH3+]CCB(O)O relative_energy_kcal_mol=38.1 total_charge=+1
B 1.35696 -0.00906 0.08613
C 0.29925 -1.11914 0.56899
C -1.29647 -0.65675 -0.16925
N -1.57047 0.77611 -0.20852
O 1.02893 1.31367 0.25678
O 2.48606 -0.32013 -0.39048
H 0.58889 -2.05853 0.17816
H 0.14187 -1.26087 1.55721
H -1.15934 -1.05564 -1.21766
H -2.00840 -1.21434 0.45002
H -2.11235 1.16156 -0.87631
H -0.64651 1.24397 -0.23152
H -2.07166 0.95319 0.69985
H 1.71634 2.03013 -0.03026
H 3.24690 0.21583 -0.67312

[3]
96
Properties=species:S:1:pos:R:3 method="wB97M-V/def2-TZVPD" multiplicity=2 e_homo_ev="-7.22 / -7.15" relative_energy_kcal_mol=7.1
Ru -0.64641 0.11064 -0.77094
C 1.77339 2.91942 -0.46292
C 2.07315 1.60506 0.15530
C 3.25270 1.28299 0.82953
C 3.05344 0.01537 1.31166
N 1.82356 -0.39419 0.96708
N 1.22631 0.57221 0.20777
B 1.01061 -1.68025 1.29695
N 0.85492 -2.46946 -0.01098
C 1.32201 -3.68092 -0.35720
C 0.91017 -3.94217 -1.63951
C 0.17777 -2.81489 -2.03966
C -0.52401 -2.66568 -3.34708
N 0.16377 -1.92614 -1.04313
N -0.36784 -1.20522 1.85327
C -0.88406 -1.43450 3.07318
C -2.09309 -0.78496 3.16216
C -2.26826 -0.15385 1.92357
C -3.42014 0.67950 1.48293
N -1.21359 -0.41478 1.15486
N 1.60087 -2.59122 2.37067
C 2.60242 -2.47548 3.27517
C 2.60852 -3.60462 4.05399
C 1.54498 -4.38441 3.55749
C 1.07143 -5.72273 4.02596
N 0.94387 -3.76899 2.55487
H 2.65810 3.55263 -0.40705
H 0.95240 3.39467 0.07640
H 1.48398 2.82933 -1.50383
H 4.12408 1.90274 0.95033
H 3.72073 -0.61163 1.87006
H 1.89445 -4.26949 0.33611
H 1.09220 -4.83125 -2.21784
H -0.82646 -3.65272 -3.69924
H 0.12765 -2.20602 -4.08685
H -1.40999 -2.04036 -3.26844
H -0.35946 -2.04674 3.78521
H -2.76658 -0.76385 4.00130
H -3.96973 1.02973 2.35605
H -4.11213 0.10341 0.86581
H -3.07297 1.53778 0.91111
H 3.22180 -1.60269 3.34834
H 3.27792 -3.83337 4.86559
H 1.72914 -6.11550 4.79965
H 1.04695 -6.43572 3.20195
H 0.06348 -5.65832 4.43718
C -3.94811 -4.73100 -0.88175
C -4.48704 -3.86801 -1.82641
C -4.00992 -2.57570 -1.95205
C -2.97487 -2.12768 -1.13008
C -2.43808 -2.98989 -0.18412
C -2.92549 -4.28412 -0.06361
N -2.50569 -0.75500 -1.28416
N -3.40057 -0.03282 -1.79301
C -3.03463 1.28800 -1.89649
C -3.93207 2.18155 -2.50183
C -3.55379 3.48919 -2.65954
C -2.27585 3.88106 -2.23174
C -1.40240 2.98553 -1.65356
C -1.76905 1.64777 -1.42027
H -4.32422 -5.74146 -0.78779
H -5.28416 -4.20337 -2.47733
H -4.42611 -1.91582 -2.69774
H -1.65776 -2.68041 0.48170
H -2.48570 -4.93321 0.68256
H -4.88929 1.81332 -2.84708
H -4.21592 4.20309 -3.13081
H -1.96237 4.90835 -2.38186
H -0.41703 3.31631 -1.37615
O 6.18508 3.58074 -3.80810
C 5.94194 2.29483 -3.44973
O 6.86306 1.56039 -3.22578
C 4.51015 1.88953 -3.34260
C 4.21458 0.74798 -2.59927
C 2.91082 0.31304 -2.46981
C 1.85801 1.00204 -3.08052
S 0.20420 0.41209 -3.04635
C 2.16314 2.13297 -3.84361
C 3.47088 2.56914 -3.97382
H 5.35205 4.06049 -3.87777
H 5.02912 0.20931 -2.13329
H 2.68736 -0.57499 -1.88953
H 1.35647 2.65975 -4.33754
H 3.66098 3.43436 -4.60113
O -0.82714 2.47015 1.42122
N -0.81414 3.44171 2.25246
C -0.50842 3.21861 3.55580
C -0.48651 4.25240 4.46405
C -0.77585 5.54664 4.05766
C -1.08576 5.75707 2.72396
C -1.10193 4.70081 1.83917
H -0.29393 2.18410 3.77852
H -0.23870 4.02834 5.49203
H -0.76060 6.36639 4.76107
H -1.31997 6.74368 2.34956
H -1.34682 4.76937 0.78958

[4]
111
Properties=species:S:1:pos:R:3 method="wB97M-V/def2-TZVPD" e_homo_ev=-10.79 total_charge=+1
C 1.54651 7.41824 -3.63239
C 1.76996 6.03653 -3.09784
O 1.90351 6.07011 -1.68063
C 2.97379 5.32194 -1.18542
C 2.75721 3.82197 -1.39578
O 3.39567 3.16039 -0.31809
C 3.29472 1.73004 -0.30021
B 4.53361 1.23468 -1.19825
C 4.31395 0.32990 -2.45406
O 5.78170 1.64979 -0.91122
N 1.96128 1.29873 -0.70269
C 1.15065 1.69516 0.32858
N -0.14940 1.79643 0.19352
C -0.76125 1.55625 -1.11206
N -2.15606 1.15240 -1.05584
N 1.85359 1.97260 1.43030
C 1.59725 3.11350 2.24501
C 1.16041 4.29400 1.69459
C 0.93091 5.35464 2.53181
N 1.12853 5.34297 3.83907
C 1.54766 4.19721 4.35313
C 1.76707 3.07707 3.59410
C 3.24460 1.38136 1.19607
C 4.35266 1.96747 2.02538
C 4.67282 1.25462 3.33715
C 3.04957 -0.11885 1.38440
C 2.28212 -0.62146 2.40007
C 2.12146 -1.97643 2.49940
C 2.76653 -2.77056 1.58660
C 3.53499 -2.18124 0.62385
N 3.68132 -0.86642 0.48940
H 0.64441 7.84504 -3.22697
H 1.47050 7.35672 -4.70903
H 2.37383 8.06189 -3.38147
H 2.65441 5.62128 -3.56854
H 0.91787 5.41176 -3.34014
H 3.06933 5.49483 -0.12413
H 3.88716 5.61053 -1.69510
H 3.16238 3.53350 -2.36109
H 1.68637 3.66143 -1.40499
H 5.23129 -0.17859 -2.71572
H 4.07438 0.98441 -3.28759
H 3.52612 -0.39604 -2.31813
H 5.78300 2.50125 -0.46071
H 1.88935 0.32012 -0.94853
H -0.70461 2.05390 0.99247
H -0.20931 0.74686 -1.56921
H -0.61137 2.42485 -1.74165
H -2.61567 1.36164 -0.18498
H -2.68820 1.52271 -1.82414
H 0.98100 4.40960 0.64496
H 0.57472 6.27205 2.10109
H 1.71152 4.16388 5.41182
H 2.07821 2.17289 4.07838
H 4.17107 3.00834 2.26078
H 5.27414 1.95091 1.46986
H 3.81386 1.11436 3.97269
H 5.03357 0.26178 3.10078
H 5.48265 1.75022 3.84479
H 1.80047 0.00786 3.12056
H 1.50970 -2.40865 3.26541
H 2.67537 -3.83762 1.61584
H 4.05989 -2.79937 -0.07934
C -6.00943 -2.04858 -2.95736
O -4.63369 -2.29638 -2.71308
C -4.17517 -1.75379 -1.48650
C -4.08980 -2.82543 -0.42082
O -5.36090 -3.34721 -0.08205
C -5.65137 -4.58604 -0.71011
H -6.32015 -2.69807 -3.77307
H -6.62023 -2.26489 -2.07881
H -6.16397 -1.00760 -3.26080
H -4.82173 -0.92981 -1.16630
H -3.17719 -1.34452 -1.66860
H -3.66904 -2.39001 0.49404
H -3.41763 -3.62231 -0.75526
H -5.09581 -5.39907 -0.23180
H -5.41305 -4.56384 -1.77564
H -6.71638 -4.77244 -0.59037
C -3.89812 -2.43286 3.65627
O -3.86326 -2.44717 5.07052
C -2.59606 -2.77625 5.59646
C -1.91352 -1.51195 6.03895
O -1.66247 -0.65811 4.92774
C -2.68963 0.30504 4.78198
H -4.79646 -1.89775 3.35450
H -3.02507 -1.92711 3.23094
H -3.95408 -3.45287 3.26311
H -1.99005 -3.31802 4.86286
H -2.74134 -3.42667 6.46307
H -0.95416 -1.74637 6.50909
H -2.53614 -0.99864 6.77603
H -2.60870 1.08249 5.54116
H -3.67905 -0.15258 4.84171
H -2.57543 0.76500 3.79827
C -1.50685 -6.17825 -5.69677
O -1.50020 -4.76185 -5.74102
C -2.30834 -4.15813 -4.74469
C -1.48256 -3.65854 -3.58269
O -0.87324 -4.72704 -2.87097
C 0.48847 -4.92150 -3.20122
H -0.68983 -6.52988 -6.32386
H -1.36113 -6.55268 -4.68106
H -2.44803 -6.57066 -6.09536
H -3.07936 -4.85225 -4.39855
H -2.81087 -3.30484 -5.20914
H -2.14619 -3.14320 -2.88381
H -0.72706 -2.94342 -3.92513
H 1.11244 -4.14569 -2.73962
H 0.64814 -4.91506 -4.28128
H 0.78892 -5.89061 -2.80687

[5]
16
Properties=species:S:1:pos:R:3 method="wB97M-V/def2-TZVPD" e_homo_ev=-11.69 relative_energy_kcal_mol=35.5 total_charge=+1
N -0.48258 2.69526 0.93692
C -0.10390 1.31811 1.46300
C 0.04615 0.32323 0.21853
S 1.12195 -1.14170 0.50357
S 0.75871 -2.14560 -1.15551
H -1.26760 2.68456 0.35526
H 0.35342 2.97804 0.34127
H -0.51706 3.42060 1.62781
H -0.89310 0.91291 2.16122
H 0.94904 1.30196 1.96611
H -0.91118 0.12834 -0.28880
H 0.52749 1.02012 -0.63675
H 0.57108 -3.49824 -0.63416
H -3.06711 0.85159 -0.83236
H -2.65489 1.83410 -1.88754
O -2.43202 1.53100 -1.04858

[6]
18
Properties=species:S:1:pos:R:3 method="wB97M-V/def2-TZVPD" e_homo_ev=-7.31 relative_energy_kcal_mol=185.1
C -0.69619 -0.65562 -0.23776
C -1.45892 0.54228 -0.76864
C -0.90005 -1.05017 1.21918
N 1.34933 0.29695 0.06716
C 0.46155 -1.14054 -0.90113
N 1.81660 0.98024 1.15307
O 1.24488 1.23252 -1.11168
O 1.11380 -1.97395 -1.38854
H 2.06743 1.16717 -1.61518
H -1.17240 -1.67939 -0.87678
H 1.22779 1.77772 1.40586
H 2.74923 1.36837 1.01868
H -2.51012 0.30206 -0.93050
H -1.06208 0.88905 -1.71949
H -1.37461 1.34162 -0.03514
H -1.95698 -1.23919 1.41015
H -0.33752 -1.94388 1.48209
H -0.56175 -0.21522 1.82862

[7]
8
Properties=species:S:1:pos:R:3 method="wB97M-V/def2-TZVPD" e_homo_ev=-9.08 relative_energy_kcal_mol=60.0
C 0.89513 1.74592 3.09184
C -0.46838 -0.28293 -1.39806
S 1.78539 0.83672 2.23516
S -0.83928 -1.18517 0.19900
H 0.06101 -0.42545 0.88026
H 0.24227 0.34410 -1.13924
H -1.42307 0.06952 -1.80559
H -0.25305 -1.10271 -2.06337

[8]
51
Properties=species:S:1:pos:R:3 method="wB97M-V/def2-TZVPD" multiplicity=2 e_homo_ev="-11.01 / -11.55" relative_energy_kcal_mol=3.4 total_charge=+1
Cu 0.29992 0.97226 1.32448
C 2.35679 -0.74605 2.69269
C 2.38935 0.58450 1.98138
C 2.99298 0.72227 0.72274
C 3.11469 1.96606 0.12157
C 2.63451 3.11028 0.75459
C 2.02690 3.00253 1.99629
C 1.90431 1.74682 2.60614
H 2.20270 -1.57100 1.99673
H 1.57182 -0.78299 3.44903
H 3.30718 -0.91120 3.20339
H 3.36743 -0.16042 0.21784
H 3.58452 2.04485 -0.85012
H 2.73466 4.08009 0.28400
H 1.64016 3.87994 2.49591
H 1.47224 1.67216 3.59936
C -0.73598 -5.17155 0.18244
C -0.69252 -4.37403 1.32032
C -0.58338 -2.99931 1.19399
C -0.52416 -2.41671 -0.07356
C -0.56875 -3.21984 -1.21085
C -0.67523 -4.59782 -1.07920
P -0.47388 -0.62612 -0.19357
C 0.07027 -0.18766 -1.85412
C -0.66961 0.69078 -2.63940
C -0.19686 1.07064 -3.89008
C 1.01016 0.57383 -4.35722
C 1.75567 -0.30251 -3.57415
C 1.29083 -0.67789 -2.32440
C -2.01298 0.15659 0.19222
C -3.33869 -0.06224 -0.17741
C -4.29236 0.79102 0.34722
C -3.91670 1.82691 1.21324
C -2.59505 2.03550 1.57693
C -1.62554 1.17865 1.05401
H -0.81569 -6.24634 0.28034
H -0.74429 -4.82352 2.30296
H -0.55458 -2.38067 2.08431
H -0.52432 -2.77586 -2.19708
H -0.71417 -5.21849 -1.96457
H -1.61142 1.08535 -2.27756
H -0.77769 1.75289 -4.49668
H 1.37253 0.86684 -5.33405
H 2.69569 -0.69439 -3.94020
H 1.87216 -1.36943 -1.72293
H -3.61870 -0.86883 -0.84451
H -5.33554 0.65946 0.09189
H -4.68285 2.47981 1.61396
H -2.34407 2.84836 2.24689
I -0.59002 5.02084 0.27274
I -2.45242 6.36566 1.58205